# C5H10O2

A single C5H10O2 molecule (ωB97M-V/def2-TZVPD, the OMol25 dataset).

```
17
Properties=species:S:1:pos:R:3:lowdin_charge:R:1
C 1.71287 1.35193 -0.44881 -0.092
O 1.05196 0.44658 0.42519 -0.203
C 0.42431 -0.72068 -0.10327 -0.235
C 0.00489 -1.64825 1.04918 -0.114
O -1.38379 -1.57321 0.72252 -0.085
C -1.12627 -0.66008 -0.35782 -0.302
C -1.57218 0.75370 -0.09242 -0.028
H 2.64538 0.91597 -0.82528 0.087
H 1.09101 1.68041 -1.29336 0.090
H 1.98868 2.25163 0.12080 0.094
H 1.02120 -1.12041 -0.92578 0.149
H 0.20478 -1.19507 2.02457 0.127
H 0.37848 -2.67631 1.02791 0.119
H -1.53257 -1.10568 -1.28197 0.147
H -1.79226 1.27316 -1.02791 0.084
H -2.40493 0.79163 0.60836 0.089
H -0.71157 1.23468 0.37809 0.069
```

Calculated values
E_tot ... -9440.13494 eV
Relative energy (zero: lowest compared OMol25 entry of this formula, charge and spin) ... 2.908 eV
HOMO-LUMO gap ... 10.58 eV
SMILES string ... CO[C@H]1CO[C@H]1C